17
Properties=species:S:1:pos:R:3 method="wB97M-V/def2-TZVPD" energy_ha=-437.93797 de_lowest_kj_mol=93.46 s_squared=0.758 multiplicity=2 charge=+1 homo_ev="-14.8904 / -14.6997" orbital_gap_ev="11.31 / 5.46" max_force_ev_per_a=3.567
H 0.606 0.350 -2.123
H 0.525 1.472 2.497
H -0.868 0.815 -0.472
C -1.469 -1.078 -0.903
O -2.022 -0.428 -1.941
H 0.658 -1.047 1.268
O -1.719 -2.197 -0.625
H 2.593 0.968 0.831
N 0.772 -0.120 -1.230
C -0.337 -0.153 -0.370
O 2.187 0.904 1.696
C 0.775 1.099 1.510
H 0.614 1.875 0.758
H -0.978 -0.325 1.591
C 0.009 -0.171 1.158
H -2.671 -0.983 -2.391
H 1.324 -0.982 -1.253

***

69
Properties=species:S:1:pos:R:3 method="wB97M-V/def2-TZVPD" energy_ha=-10463.20301 s_squared=2.005 multiplicity=3 charge=+2 homo_ev="-12.5563 / -13.1556" orbital_gap_ev="7.76 / 5.32" max_force_ev_per_a=0.666
H -2.823 2.613 0.867
H -1.402 5.269 -2.871
H -3.816 -0.832 -0.396
H 5.660 2.141 -0.550
H -3.245 -5.416 2.256
H -5.223 -4.386 -1.286
H -2.092 1.999 2.369
H 2.250 1.508 -2.585
H -3.668 1.377 1.828
C 3.288 1.731 -2.329
C -1.001 -2.457 1.258
H 3.270 -1.185 -1.710
C -3.538 -5.390 1.209
H -1.950 -3.462 2.945
C -0.504 3.774 -1.600
H -1.039 -0.729 2.577
C 0.364 -2.427 -2.379
H 0.985 -2.151 -3.230
C 4.686 1.935 -0.142
As -1.789 0.356 0.483
H -4.257 -3.029 -1.854
C -2.692 1.737 1.499
H 6.226 2.104 2.161
H -3.631 0.761 -1.161
C -0.963 -3.377 2.489
H 2.459 1.424 2.046
N 3.033 1.580 1.235
H -2.812 -5.935 0.606
H -0.633 -4.378 2.209
H -1.334 -4.039 -0.160
C 0.480 5.744 -0.074
As 0.895 -1.327 -0.863
H 1.022 -1.741 1.560
H -3.524 -4.646 -1.722
H 0.536 -3.476 -2.135
H -1.876 -2.472 -0.727
C -0.297 6.074 -1.190
C -0.810 5.048 -1.995
H 0.896 6.514 0.560
C 0.456 -2.281 0.792
As -3.732 -3.544 0.586
H -0.280 -2.991 3.247
C -3.104 -0.139 -0.848
Br -1.079 2.228 -2.581
H 3.541 2.708 -2.742
H 5.107 1.063 3.039
C -4.227 -3.948 -1.268
H -0.197 7.974 -0.952
O -0.581 7.319 -1.550
C 5.182 1.961 2.426
H 3.933 1.000 -2.816
H 1.315 4.118 1.054
H -4.508 -5.877 1.120
N 2.497 1.500 -0.010
N 0.218 3.425 -0.545
H -0.682 -2.283 -2.636
C 4.360 1.835 1.193
C -1.615 -1.126 1.736
H 0.922 -3.267 0.702
C -1.830 -3.116 0.158
H -2.633 -1.307 2.097
Pt 0.321 1.107 -0.460
C 3.496 1.720 -0.855
C 0.713 4.416 0.206
H 3.247 -1.200 0.066
H 4.863 2.815 3.023
C 2.809 -1.633 -0.831
H -2.632 -0.606 -1.709
H 2.991 -2.708 -0.842

***

13
Properties=species:S:1:pos:R:3 method="wB97M-V/def2-TZVPD" energy_ha=-307.26380 de_lowest_kj_mol=524.13 charge=0 homo_ev=-9.3069 orbital_gap_ev=9.09 max_force_ev_per_a=1.025
O -0.296 -1.483 1.955
C -0.188 1.864 -1.195
H -1.581 -0.504 -0.064
H -0.367 -0.595 2.330
H 0.490 2.701 -1.121
H -0.515 -1.212 -1.285
C -0.526 -0.590 -0.379
H 0.658 -2.271 0.351
C 0.207 0.773 -0.533
C 0.325 -1.308 0.714
H -1.117 1.982 -1.754
C 1.358 -0.262 0.696
C 1.551 0.905 0.285